Entry 1:
Computed, not measured: a 2-piece molecular cluster, C4H6N2O overall at a distorted geometry, with ωB97M-V/def2-TZVPD.

Results
- HOMO energy: -0.294 Eh
- Orbital gap: 8.52 eV
- Energy relative to the best compared isomer or geometry (same formula, charge and spin): 4.621 eV
- Total charge: 0
- LUMO level: 0.5 eV

Last column: natural (NBO) charge in e.
Atoms and positions in Å:
C: -0.011723 -0.952369 1.124740  -0.1805
C: 1.770042 0.364545 1.072915  0.0928
C: -0.372207 -0.042093 0.121179  -0.1361
C: -2.088301 0.425281 -2.143338  0.2308
N: 0.720649 0.713726 0.082998  -0.5212
N: 1.221690 -0.685324 1.690248  -0.4740
O: -1.461645 0.576488 -3.215299  -0.5675
H: -0.332877 -1.978559 1.441969  0.2024
H: 2.786820 0.684336 1.076681  0.2207
H: -1.704642 0.886560 -1.179134  0.1718
H: -2.857788 -0.333627 -2.196523  0.1108
H: 1.596737 -1.325552 2.412423  0.4369
H: 0.733244 1.666590 -0.288858  0.4131

Force components x, y, z for each atom (eV/Å):
C -0.3299 -2.0710 0.5489
C -3.2191 -0.0031 -1.9097
C -0.3888 -1.8517 1.4465
C 2.7874 0.7659 -2.5303
N 4.0953 1.5002 2.5260
N 0.4133 0.0779 -0.6309
O -1.3201 0.0866 2.4361
H -0.6112 1.4629 -0.5070
H 0.2254 0.3221 0.2405
H -1.1569 -0.3922 -1.1334
H -0.7599 -0.2246 0.7023
H 0.0734 1.0591 -0.9114
H 0.1912 -0.7323 -0.2776

Entry 2:
Computed, not measured: C14H12B2Br6F18O17P3VZr as an isolated structure at a distorted geometry, with ωB97M-V/def2-TZVPD.

Results
- HOMO energy (spin up / spin down): -0.409 / -0.409 Eh
- Orbital gap (spin up / spin down): 2.56 / 3.15 eV
- Total charge: +1
- Multiplicity: 2
- LUMO level (spin up / spin down): -8.6 / -8.0 eV

Last column: Löwdin charge in e.
Atoms and positions in Å:
Zr: -2.930283 -2.596480 0.640252  2.4447
O: -3.030833 3.857200 -1.287798  -0.1501
V: -1.699233 3.137080 -1.514218  1.2387
P: -1.178953 0.783750 0.722952  0.3727
F: -1.689463 -0.728610 1.084842  -0.2173
F: -2.043113 1.507600 1.980422  -0.1444
F: 0.184037 0.586230 1.649042  -0.0962
F: -0.670993 2.236600 0.139242  -0.3849
F: -0.485493 0.135700 -0.600268  -0.1041
F: -2.585133 1.068780 -0.075588  -0.1769
P: -1.942633 -4.200200 2.953072  0.2432
F: -2.362843 -5.729280 3.306062  -0.0532
F: -1.912623 -3.541580 4.448102  -0.0575
F: -0.409153 -4.479700 2.695692  -0.0389
F: -1.615393 -2.785140 2.368112  -0.1991
F: -2.119163 -4.480240 1.370662  -0.2205
F: -3.449913 -3.625750 2.646322  -0.1901
P: -5.050653 -0.729800 1.844332  0.2899
F: -5.649223 -1.164440 3.337882  -0.1010
F: -6.517973 -0.651930 1.152162  -0.0748
F: -4.846853 0.883500 2.194332  -0.0958
F: -4.321963 -0.703530 0.403472  -0.1989
F: -3.619813 -1.081250 2.322312  -0.1652
F: -4.907893 -2.332190 1.498912  -0.2556
O: 1.818007 -2.375410 -6.199448  0.1086
C: 0.638267 -2.231140 -5.687298  -0.2691
O: 0.321167 -1.811640 -4.478958  0.2092
B: -1.148583 -1.525850 -4.389528  -0.8509
O: -1.688403 -2.078300 -5.645588  0.2282
C: -0.715123 -2.543800 -6.426218  -0.3630
O: -0.776423 -3.077260 -7.495418  0.1952
O: -1.370643 -0.088300 -4.197318  0.3522
C: -1.903593 0.137180 -3.057888  -0.2547
O: -2.180063 1.286380 -2.599628  -0.0024
C: -2.144133 -1.238810 -2.397758  -0.2076
O: -1.678823 -2.186760 -3.224338  0.3314
O: -2.602023 -1.419190 -1.256568  -0.0660
O: 1.539747 -2.153990 1.355062  0.1284
C: 1.602497 -2.895640 0.363602  -0.3427
O: 2.619607 -3.283010 -0.312338  0.3047
B: 2.162467 -3.782380 -1.619918  -0.8564
O: 0.688607 -3.724290 -1.575508  0.3222
C: 0.303587 -3.284030 -0.449888  -0.2952
O: -0.867383 -3.089140 -0.167098  -0.0358
O: 2.702817 -3.016110 -2.767348  0.2120
C: 3.194677 -3.841930 -3.696878  -0.3429
O: 3.624397 -3.467820 -4.795388  0.1382
C: 3.146017 -5.230940 -3.123768  -0.3239
O: 2.555967 -5.146520 -1.912538  0.2350
O: 3.441117 -6.180500 -3.846618  0.1614
Br: 4.854307 0.906750 2.927142  0.5267
C: 3.140637 2.043670 2.583962  -0.6294
C: 2.286707 1.986230 3.788802  -0.6825
Br: 3.333657 2.501140 5.402802  0.5847
H: 2.618777 1.681240 1.698292  -0.0047
H: 3.498827 3.063170 2.441052  0.0381
H: 1.901237 0.974410 3.914182  0.0600
H: 1.420427 2.647720 3.798262  0.0439
Br: 1.964397 3.161940 -0.566998  0.6608
C: 3.792267 3.646450 -1.326448  -0.5702
C: 4.893697 3.408270 -0.331498  -0.6529
Br: 6.612277 4.215390 -0.982778  0.6357
H: 3.779297 4.699420 -1.607848  0.0581
H: 3.864217 3.072140 -2.250078  0.0636
H: 5.103597 2.407650 0.046372  0.0478
H: 4.616217 4.076230 0.483942  0.0389
Br: -1.232293 4.893790 1.023762  0.7666
C: -0.669663 6.250070 2.329062  -0.6248
C: -0.861603 5.786020 3.742432  -0.6797
Br: -0.370203 7.228050 4.966402  0.6896
H: -1.190823 7.164330 2.045132  0.0671
H: 0.381027 6.505060 2.190742  0.0689
H: -0.253453 4.922350 4.011342  0.0554
H: -1.911733 5.641360 3.996212  0.0574

Force components x, y, z for each atom (eV/Å):
Zr 3.5596 2.0632 1.1386
O 1.5667 -0.9545 -0.4971
V -1.2492 -1.3389 0.8735
P -0.0050 0.1511 2.6553
F -0.1728 -0.7071 0.3241
F 2.4584 -1.4074 -1.4064
F -2.7136 0.6385 -1.8907
F -0.1379 1.1818 -0.6345
F -0.2077 0.4069 0.7374
F 0.7850 -0.1571 -0.6496
P 1.6694 -3.1872 4.9839
F 0.3947 2.9928 -0.2384
F -0.0996 -1.9898 -2.3432
F -0.2481 -0.9851 1.6212
F 1.5561 6.1278 -1.1441
F -1.0133 -2.8208 -4.8670
F -2.7958 -0.6211 1.4028
P -5.5141 3.4549 3.7477
F 0.7750 1.1710 -2.7813
F 2.3363 0.1604 1.0199
F -0.6984 -3.3206 -1.1719
F 0.4205 1.4588 -2.9225
F 4.5773 0.7416 2.8578
F -2.4822 -4.7409 -1.7883
O -6.8254 1.1245 2.8704
C 5.2874 -1.3372 -3.8589
O -0.8918 1.1652 1.2452
B 2.9988 -2.6430 -4.0212
O -1.1590 0.9388 1.4151
C 2.3774 -0.5062 -1.2828
O -0.7480 0.6185 1.2174
O -0.9064 1.4191 1.3196
C 0.1832 1.9296 -0.5504
O 0.9442 -0.5411 -0.1960
C 1.0300 -2.7506 -0.3914
O -2.3910 2.4605 3.7902
O -0.5783 -0.6873 -0.7433
O 0.0189 -2.2330 -2.3383
C -1.3064 2.9979 3.0148
O -0.1141 -0.2166 -0.2209
B 2.7106 -0.7797 -2.5074
O -1.5721 0.1511 0.4034
C 2.7285 -0.0880 -0.8690
O -3.6403 0.7331 0.9299
O -0.9604 0.5574 1.2401
C 1.8089 2.2924 -3.1070
O -1.0326 -1.6245 3.7636
C -0.0554 -1.9660 -2.8722
O 0.3942 -1.0713 0.0689
O -0.7558 1.6032 3.0596
Br -1.5844 0.8778 -0.8921
C 1.5101 -0.0440 0.1215
C -0.1214 -0.6102 1.3303
Br -0.7947 -0.0836 -0.4565
H 0.3626 -0.2577 0.1578
H 0.2294 -0.2151 -0.2059
H 0.1947 0.0287 0.3889
H 0.2108 0.2052 -0.3476
Br 0.7671 0.4123 -0.5084
C 0.1503 -0.3590 -1.1781
C 0.1701 1.1709 0.7149
Br -1.1045 -0.6092 0.1075
H -0.3938 -0.0787 0.2842
H -0.0782 -0.1691 0.2406
H -0.1745 0.0584 -0.4085
H 0.4477 -0.3173 0.3934
Br -0.1677 -0.1429 0.1371
C 1.0568 1.4805 0.0566
C -0.8395 0.0132 0.5770
Br 0.1892 -0.0912 -0.3959
H -0.4217 -0.3282 0.2654
H 0.0653 -0.5233 -0.4182
H -0.1388 0.1058 -0.1548
H 0.1590 -0.3887 -0.2156

Entry 3:
Computed, not measured: C20H35GeN5S3Se2Te2Tl as an isolated structure at a distorted geometry, with ωB97M-V/def2-TZVPD.

Results
- HOMO energy (spin up / spin down): -0.142 / -0.142 Eh
- Orbital gap (spin up / spin down): 5.24 / 5.24 eV
- Energy relative to the best compared isomer or geometry (same formula, charge and spin): 1.280 eV
- Total charge: -1
- LUMO level (spin up / spin down): 1.4 / 1.4 eV

Last column: natural (NBO) charge in e.
Atoms and positions in Å:
Tl: -17.255261 -4.770648 -4.013026  0.7977
C: -17.524089 -0.996412 -8.928887  -0.7380
S: -18.927564 -1.541319 -7.918337  0.2137
C: -18.103741 -2.064157 -6.465353  -0.1007
S: -16.887250 -3.230190 -6.785346  -0.2629
N: -18.427246 -1.451775 -5.293027  -0.4321
N: -17.930999 -2.023943 -4.191701  -0.2131
C: -18.076650 -1.386659 -3.018410  -0.0112
C: -17.711471 -1.986906 -1.778571  0.1663
C: -18.034280 -1.362317 -0.547293  -0.2422
C: -17.653320 -1.977099 0.599649  -0.1650
C: -16.980130 -3.194684 0.576548  -0.2698
C: -16.698760 -3.733373 -0.674327  0.0770
N: -17.099381 -3.183629 -1.823752  -0.4438
H: -17.795353 -0.164238 -9.588037  0.2133
H: -16.699394 -0.649990 -8.275731  0.2407
H: -17.169183 -1.823846 -9.540324  0.2208
H: -18.519158 -0.372487 -2.985485  0.1798
H: -18.529357 -0.400855 -0.516332  0.2138
H: -17.879045 -1.502103 1.562669  0.2066
H: -16.700738 -3.719926 1.490522  0.2217
H: -16.116729 -4.638868 -0.753507  0.2324
Se: -14.233666 -3.871356 -3.998010  -0.5572
Te: -13.503044 -5.519199 -2.348212  0.0143
Te: -15.269445 -7.882449 -3.130236  0.0208
Se: -17.437126 -7.180921 -2.220128  -0.6150
S: -20.590094 -4.795076 -2.826929  -0.3001
C: -21.583722 -4.318182 -4.139285  0.3392
N: -22.598188 -5.098071 -4.571316  -0.6135
C: -23.402919 -4.908879 -5.804863  -0.2124
C: -22.847826 -3.784578 -6.705638  -0.4232
C: -22.406678 -2.645578 -5.770140  -0.2203
N: -21.481292 -3.117037 -4.736659  -0.6059
H: -22.632646 -5.995976 -4.121053  0.4185
H: -24.464692 -4.654210 -5.521603  0.1814
H: -23.483741 -5.862957 -6.356352  0.2086
H: -23.619847 -3.448820 -7.406367  0.2187
H: -21.985461 -4.171735 -7.291938  0.2282
H: -23.299951 -2.234355 -5.310489  0.1802
H: -21.889200 -1.847517 -6.287477  0.2300
H: -20.692614 -2.524950 -4.424708  0.4447
C: -19.810277 -8.208852 -11.036819  -0.6049
C: -18.684858 -7.643515 -10.156116  -0.3888
C: -19.104121 -7.192402 -8.739256  -0.4029
C: -17.959726 -6.779587 -7.819600  -0.8510
Ge: -18.642689 -6.280341 -6.078564  0.9513
C: -19.347147 -7.943795 -5.238296  -0.8556
C: -18.490147 -9.197510 -5.282302  -0.4167
C: -19.080395 -10.394880 -4.537280  -0.3921
C: -20.549791 -10.654737 -4.880793  -0.6107
H: -19.523546 -8.344510 -12.090156  0.2061
H: -20.700069 -7.541232 -10.997354  0.1976
H: -20.158433 -9.205557 -10.680597  0.1974
H: -18.273414 -6.762284 -10.655434  0.1948
H: -17.862308 -8.391630 -10.112432  0.1946
H: -19.677498 -8.021069 -8.303728  0.1866
H: -19.845777 -6.379684 -8.815240  0.2006
H: -17.519741 -5.869096 -8.231206  0.2465
H: -17.153457 -7.550324 -7.720277  0.2325
H: -19.976440 -5.553649 -6.345780  -0.1958
H: -20.334502 -8.111402 -5.731583  0.2092
H: -19.511058 -7.629045 -4.182858  0.2582
H: -17.480301 -8.988785 -4.845039  0.2214
H: -18.256300 -9.456182 -6.322689  0.1835
H: -19.028499 -10.204749 -3.437502  0.2050
H: -18.465781 -11.294918 -4.680900  0.1932
H: -21.161445 -9.911750 -4.381854  0.2065
H: -20.855760 -11.659701 -4.539483  0.1995
H: -20.689588 -10.618489 -5.954852  0.1921

Force components x, y, z for each atom (eV/Å):
Tl 0.5663 -0.2059 -0.5219
C 0.7100 0.0546 0.0428
S -0.9279 1.1368 -0.1888
C 1.4493 -0.4153 1.5647
S -0.4406 0.4763 0.7234
N -0.4427 -0.1812 -1.7504
N -0.1238 0.2448 2.9590
C -0.4834 -0.0191 -3.9054
C 0.0543 -0.8099 0.9734
C 0.3752 0.1013 -1.5356
C 0.0700 -0.3261 1.7258
C 0.0269 0.0911 -0.3242
C -0.1300 -0.0739 0.1749
N -0.0662 0.2036 0.4795
H -0.3329 -0.1683 0.2357
H -0.5391 -0.2875 -0.2949
H 0.1014 0.0245 0.0802
H 0.1679 -0.5338 -0.2034
H -0.0405 -0.0214 -0.1866
H 0.0405 -0.2279 -0.3553
H 0.0447 0.2190 -0.3360
H -0.1219 -0.2710 -0.1250
Se -1.2916 -0.1517 -0.3328
Te -0.6726 -1.5829 0.0184
Te 1.2776 1.0143 0.2130
Se -0.0492 0.8309 0.0746
S -0.3358 0.1926 -0.7983
C -0.0415 0.4516 0.3636
N -0.2150 -0.1705 -0.7559
C -0.8603 0.1959 0.1773
C 0.8305 -0.6025 0.5346
C 0.3721 -0.3392 -0.0878
N 0.6863 0.0940 0.2219
H 0.0140 -0.0701 -0.0069
H 0.9475 -0.1256 -0.0826
H 0.3223 0.3396 0.2863
H 0.1447 -0.0243 0.2000
H -0.4309 0.3405 0.3974
H -0.2199 0.2079 0.2254
H -0.0061 0.1194 -0.2740
H -0.7474 -0.5489 -0.4865
C -0.7947 -0.2052 0.5052
C 0.4634 0.0149 -0.1999
C -0.6441 -0.8872 -0.2209
C 1.0074 0.1814 -0.6504
Ge -0.3263 -0.2961 1.2272
C -0.3072 0.4329 0.6550
C 1.1774 0.1488 0.1653
C -0.1015 0.0251 0.9318
C 0.5155 -0.7423 0.3224
H 0.0656 0.1930 0.3410
H 0.5060 -0.3326 -0.1454
H 0.2545 0.5964 -0.0854
H 0.1538 -0.0375 -0.0770
H -0.4090 0.4515 0.1727
H 0.0749 -0.0704 0.1678
H 0.3230 -0.0434 -0.0897
H 0.3123 -0.0975 -0.0543
H -0.7150 0.5387 -0.1399
H -0.0076 0.4863 -0.0275
H 0.5464 0.1557 0.3373
H -0.1860 -0.3710 -0.5800
H -0.7626 0.0016 -0.2087
H -0.2600 -0.1606 -0.0649
H 0.0647 0.0565 -0.6756
H -0.1182 0.1915 -0.2459
H -0.2969 0.0762 -0.1400
H 0.0221 0.4159 -0.0570
H -0.2402 0.0962 -0.2829

| no. | E (Ha) |
| --- | --- |
| 1 | -340.62511 |
| 2 | -21126.82852 |
| 3 | -9839.78760 |